C56H144N8O18 | ωB97M-V/def2-TZVPD

Summary:
Frontier orbital gap (eV): 8.99
Net charge: 0

XYZ file:
```
226
C56H144N8O18, DFT ωB97M-V/def2-TZVPD
C -1.002 5.813 7.232
O -1.413 5.948 5.885
C -0.525 6.745 5.092
C 0.330 5.902 4.182
N 1.251 5.068 4.858
C 2.393 4.564 4.173
C 3.120 3.675 5.232
O 2.370 2.517 5.451
C 2.998 1.840 6.490
H -1.835 5.367 7.769
H -0.793 6.812 7.741
H -0.053 5.335 7.252
H 0.126 7.382 5.721
H -1.290 7.295 4.501
H 0.906 6.635 3.570
H -0.347 5.302 3.619
H 0.742 4.336 5.352
H 3.070 5.380 3.868
H 2.220 4.015 3.231
H 3.265 4.157 6.181
H 4.182 3.397 4.850
H 3.101 2.494 7.404
H 3.966 1.381 6.204
H 2.459 0.980 6.809
C -0.917 -3.761 3.052
O -1.230 -3.173 4.297
C -0.036 -2.639 4.905
C -0.118 -2.199 6.337
N -0.724 -3.202 7.183
C -0.998 -2.671 8.529
C -1.777 -3.698 9.381
O -2.963 -3.998 8.601
C -3.868 -4.780 9.353
H -0.496 -3.033 2.412
H -1.876 -4.170 2.598
H -0.240 -4.585 3.250
H 0.368 -1.872 4.238
H 0.714 -3.465 4.855
H -0.732 -1.320 6.468
H 0.927 -1.978 6.609
H -1.529 -3.647 6.753
H -1.599 -1.800 8.497
H 0.011 -2.405 8.881
H -2.041 -3.287 10.399
H -1.110 -4.589 9.443
H -3.456 -5.789 9.612
H -4.745 -4.925 8.714
H -4.200 -4.215 10.223
C -6.241 0.056 3.491
O -5.787 -0.990 2.686
C -5.044 -1.958 3.438
C -4.157 -2.763 2.555
N -4.944 -3.524 1.533
C -4.098 -4.441 0.684
C -3.094 -3.825 -0.241
O -3.795 -3.051 -1.232
C -3.328 -1.771 -1.595
H -5.384 0.619 4.040
H -7.030 -0.295 4.111
H -6.763 0.867 2.905
H -5.763 -2.632 3.874
H -4.471 -1.423 4.242
H -3.641 -3.457 3.197
H -3.444 -2.054 2.135
H -5.444 -2.858 0.958
H -4.867 -5.039 0.071
H -3.685 -5.143 1.465
H -2.568 -4.687 -0.731
H -2.434 -3.228 0.354
H -2.622 -1.838 -2.455
H -2.886 -1.278 -0.756
H -4.115 -1.111 -2.063
C -2.161 1.703 -1.834
O -2.635 2.679 -2.746
C -2.750 3.924 -1.987
C -2.826 5.069 -2.965
N -4.060 4.984 -3.779
C -4.084 5.924 -4.884
C -5.413 5.795 -5.613
O -5.458 6.621 -6.728
C -6.688 6.451 -7.405
H -2.851 1.458 -1.037
H -1.231 1.927 -1.371
H -1.998 0.819 -2.483
H -1.835 4.060 -1.341
H -3.615 3.899 -1.370
H -1.966 5.188 -3.605
H -2.927 6.015 -2.364
H -4.188 3.990 -4.064
H -3.243 5.702 -5.480
H -3.921 6.938 -4.437
H -6.343 6.026 -4.991
H -5.609 4.750 -5.909
H -7.588 6.626 -6.753
H -6.765 5.446 -7.847
H -6.621 7.313 -8.107
C 4.345 -2.263 -2.541
O 4.026 -1.724 -3.809
C 4.815 -0.628 -4.140
C 4.503 -0.139 -5.544
N 5.036 -1.164 -6.536
C 6.531 -1.115 -6.558
C 7.142 -2.129 -7.477
O 8.527 -2.266 -7.163
C 9.240 -3.041 -8.127
H 5.433 -2.415 -2.496
H 3.721 -3.108 -2.440
H 4.177 -1.515 -1.826
H 5.934 -0.752 -4.014
H 4.536 0.226 -3.492
H 4.941 0.810 -5.710
H 3.434 -0.163 -5.730
H 4.763 -2.065 -6.226
H 7.006 -1.408 -5.607
H 6.872 -0.105 -6.900
H 7.035 -1.839 -8.519
H 6.508 -3.089 -7.351
H 8.683 -4.040 -8.436
H 10.216 -3.322 -7.656
H 9.311 -2.451 -9.016
C 0.743 0.050 -3.333
O 0.943 0.338 -4.695
C -0.305 0.577 -5.326
C -0.195 0.396 -6.855
N -1.485 0.551 -7.493
C -1.365 0.396 -8.966
C -2.784 0.574 -9.520
O -3.051 1.948 -9.357
C -4.473 2.174 -9.275
H 1.655 -0.051 -2.824
H 0.136 -0.813 -3.228
H 0.186 0.837 -2.907
H -0.710 1.527 -5.060
H -0.943 -0.179 -4.969
H 0.311 -0.567 -7.033
H 0.484 1.191 -7.211
H -1.989 1.451 -7.329
H -1.067 -0.629 -9.150
H -0.668 1.108 -9.497
H -3.483 -0.041 -8.917
H -2.940 0.244 -10.570
H -4.706 3.166 -9.047
H -4.844 1.534 -8.513
H -4.958 1.850 -10.188
C 3.510 -2.377 4.209
C 4.715 -1.833 4.932
C 5.290 -0.629 4.205
O 6.346 -0.023 4.969
C 7.352 0.411 4.090
N 4.236 -1.529 6.320
H 3.311 -3.361 4.626
H 3.767 -2.522 3.109
H 2.679 -1.688 4.214
H 5.546 -2.562 4.986
H 4.570 0.087 3.927
H 5.806 -0.959 3.252
H 8.350 0.600 4.561
H 7.033 1.311 3.590
H 7.562 -0.311 3.292
H 4.903 -0.981 6.871
H 4.116 -2.349 6.907
C -2.283 2.298 3.281
C -0.872 2.283 3.925
C -1.074 2.344 5.422
O -2.009 1.341 5.817
C -2.328 1.191 7.202
N -0.136 0.997 3.599
H -2.989 3.151 3.408
H -2.781 1.432 3.665
H -2.194 2.127 2.221
H -0.260 3.100 3.623
H -1.436 3.356 5.657
H -0.041 2.173 5.901
H -1.394 0.868 7.758
H -3.074 0.354 7.266
H -2.618 2.140 7.648
H -0.549 0.157 4.044
H 0.802 1.111 3.932
C 1.322 -5.951 -1.258
C 0.346 -6.058 -0.087
C -0.779 -7.091 -0.329
O 1.102 -6.444 1.037
H 1.764 -6.997 -1.365
H 2.025 -5.144 -1.130
H 0.746 -5.730 -2.199
H -0.107 -5.138 0.017
H -1.378 -7.226 0.557
H -0.420 -8.043 -0.674
H -1.506 -6.722 -1.098
H 0.592 -6.286 1.849
C 0.964 -1.572 0.063
C 1.259 -0.535 1.129
C 2.684 -0.075 1.151
O 0.406 0.634 0.854
H 1.205 -1.166 -0.953
H -0.106 -1.891 -0.045
H 1.676 -2.388 0.271
H 0.983 -1.006 2.048
H 3.478 -0.781 1.467
H 2.683 0.785 1.820
H 2.882 0.306 0.152
H 0.151 0.885 1.786
C 0.447 -3.223 -5.663
C -0.919 -3.563 -5.053
C -1.840 -3.438 -6.238
O -0.764 -4.912 -4.541
H 0.252 -2.189 -5.980
H 0.503 -3.801 -6.547
H 1.341 -3.368 -5.080
H -1.243 -2.916 -4.188
H -1.696 -2.408 -6.655
H -2.818 -3.731 -6.038
H -1.491 -4.184 -6.980
H -1.527 -5.334 -4.235
C 1.766 4.785 -0.865
C 1.253 3.718 -1.776
C 1.623 4.048 -3.300
O 1.823 2.437 -1.417
H 1.230 4.693 0.119
H 1.552 5.807 -1.299
H 2.868 4.738 -0.680
H 0.181 3.696 -1.717
H 1.407 3.140 -3.861
H 2.608 4.391 -3.437
H 0.939 4.877 -3.571
H 1.223 2.115 -0.734
```

Mulliken atomic charge list, values in e, 5 entries:
1. C -0.627
2. O -0.341
3. C -0.995
4. C -0.165
5. N -0.018

---

C3H3GaLi2O3 | ωB97M-V/def2-TZVPD

Summary:
Frontier orbital gap (alpha / beta) (eV): 7.88 / 6.10
Net charge: +2

XYZ file:
```
12
C3H3GaLi2O3, DFT ωB97M-V/def2-TZVPD
O -0.006 -1.943 -0.673
Li -1.409 -3.023 -0.306
C -0.004 -0.740 -0.286
O 1.278 -0.380 0.031
C 1.641 1.012 -0.286
H 2.248 0.971 -1.205
H 2.298 1.319 0.543
Ga -0.299 1.569 -0.294
C -1.969 0.132 0.273
O -2.012 0.721 -0.898
Li 0.009 0.387 1.758
H -1.775 -0.026 1.343
```

natural (NBO) atomic charge list, values in e, 5 entries:
1. O -0.694
2. Li 0.985
3. C 0.372
4. O -0.542
5. C -0.503

---

CHN6S | ωB97M-V/def2-TZVPD

Summary:
Frontier orbital gap (eV): 7.17
Net charge: -1

XYZ file:
```
9
CHN6S, DFT ωB97M-V/def2-TZVPD
C -1.012 -0.881 -1.674
N -1.366 -1.567 -2.756
N -2.148 -2.495 -2.194
N -2.224 -2.373 -0.945
N -0.317 0.678 0.264
N -1.392 0.538 0.614
N -1.386 -1.398 -0.553
S 0.019 0.458 -1.745
H 0.630 0.764 0.692
```

natural (NBO) atomic charge list, values in e, 5 entries:
1. C 0.041
2. N -0.399
3. N -0.156
4. N -0.158
5. N -0.245

---

C4H13NO2 | ωB97M-V/def2-TZVPD

Summary:
Frontier orbital gap (eV): 8.74
Net charge: 0

XYZ file:
```
20
C4H13NO2, DFT ωB97M-V/def2-TZVPD
C -0.410 -0.053 -0.333
N 0.826 0.024 -1.008
C 1.883 -0.714 -0.277
C 0.971 -1.898 0.275
C -0.304 -1.193 0.737
H -0.835 0.884 0.089
H -1.315 -0.385 -0.862
H 1.101 0.964 -1.251
H 2.631 -0.893 -1.047
H 2.288 -0.209 0.609
H 1.407 -2.548 1.041
H 0.956 -2.485 -0.632
H -1.140 -1.872 0.596
H -0.286 -0.666 1.692
H 1.412 2.956 0.416
H 0.880 3.965 -0.422
O 0.996 2.998 -0.466
H -3.189 0.931 0.425
H -3.809 -0.365 0.130
O -4.063 0.560 0.290
```

natural (NBO) atomic charge list, values in e, 5 entries:
1. C -0.213
2. N -0.647
3. C -0.216
4. C -0.417
5. C -0.422

---

C3H3ClFNS | ωB97M-V/def2-TZVPD

Summary:
Frontier orbital gap (eV): 8.92
Net charge: 0

XYZ file:
```
10
C3H3ClFNS, DFT ωB97M-V/def2-TZVPD
C -0.484 0.471 0.635
C 0.964 0.393 0.478
C 1.661 -0.143 -0.537
H -3.074 -1.114 -0.867
H -0.715 1.034 1.514
H 1.549 0.697 1.324
N -1.211 -0.194 -0.148
F 2.991 0.039 -0.503
S -2.919 -0.263 0.153
Cl 1.237 -0.921 -2.047
```

natural (NBO) atomic charge list, values in e, 5 entries:
1. C 0.054
2. C -0.368
3. C 0.411
4. H 0.124
5. H 0.168

---

C3H6LiNiO5 | ωB97M-V/def2-TZVPD

Summary:
Multiplicity: 4
<S²>: 3.753
Frontier orbital gap (alpha / beta) (eV): 5.42 / 8.17
Net charge: 0

XYZ file:
```
16
C3H6LiNiO5, DFT ωB97M-V/def2-TZVPD
H -2.804 -0.373 0.448
C -1.908 -0.093 -0.141
C -0.718 -0.758 0.529
O 0.189 -1.297 -0.407
Li -2.818 2.583 -0.359
O -1.632 1.266 -0.315
H -2.099 -0.561 -1.126
H -1.043 -1.502 1.274
H -0.260 -0.004 1.192
C 2.248 0.162 0.145
O 2.666 0.729 1.164
O 2.878 -0.927 -0.373
H 2.753 -1.660 0.241
Ni 0.354 2.140 -0.380
O 1.604 0.850 -0.774
H 0.590 -0.556 -1.117
```

natural (NBO) atomic charge list, values in e, 5 entries:
1. H 0.143
2. C -0.103
3. C -0.091
4. O -0.774
5. Li 0.901

---

C2H9NO4 | ωB97M-V/def2-TZVPD

Summary:
Frontier orbital gap (eV): 10.23
Net charge: 0

XYZ file:
```
16
C2H9NO4, DFT ωB97M-V/def2-TZVPD
O -2.929 -1.583 1.732
C -2.803 -1.336 0.546
N -1.548 -1.058 0.073
C -0.429 -1.212 1.019
O 0.772 -0.886 0.408
H -3.639 -1.331 -0.148
H -1.359 -0.483 -0.718
H -0.731 -0.626 1.890
H -0.349 -2.232 1.397
H 1.000 0.067 0.444
H 1.909 -1.964 -1.084
H 2.102 -1.461 -2.421
O 2.462 -2.139 -1.840
H 2.599 5.602 -0.286
H 1.115 5.218 -0.181
O 1.828 5.424 -0.831
```

natural (NBO) atomic charge list, values in e, 5 entries:
1. O -0.608
2. C 0.514
3. N -0.644
4. C 0.093
5. O -0.732

---

C36H37IrN9O3STe | ωB97M-V/def2-TZVPD

Summary:
Multiplicity: 2
<S²>: 0.754
Frontier orbital gap (alpha / beta) (eV): 5.94 / 5.94
Net charge: +2

XYZ file:
```
88
C36H37IrN9O3STe, DFT ωB97M-V/def2-TZVPD
Ir -0.526 1.953 -1.214
N -0.858 1.289 -3.205
N 0.251 0.838 -3.958
C 0.604 -0.480 -3.743
N 1.623 -0.935 -4.464
N -0.193 -1.079 -2.888
N 0.066 -2.384 -2.511
O -0.748 -2.850 -1.752
O 1.097 -2.958 -2.851
H -1.603 0.585 -3.230
H -1.205 2.123 -3.678
H 0.291 1.178 -4.907
H 2.155 -0.323 -5.057
H 1.941 -1.877 -4.278
N -3.107 4.921 0.082
C -3.817 5.574 -0.964
C -4.387 6.811 -0.730
C -5.048 7.459 -1.765
C -5.118 6.878 -3.021
C -4.531 5.641 -3.254
C -3.891 4.986 -2.216
S -3.281 3.344 -2.428
N -2.048 3.293 -1.222
C -2.180 3.987 -0.106
C -1.177 3.721 0.961
C -1.120 4.402 2.160
C -0.076 4.135 3.038
C 0.880 3.210 2.674
C 0.756 2.544 1.463
N -0.257 2.780 0.631
H -3.152 5.371 0.982
H -4.323 7.268 0.250
H -5.503 8.423 -1.585
H -5.630 7.385 -3.826
H -4.592 5.182 -4.232
H -1.859 5.141 2.433
H -0.014 4.658 3.982
H 1.725 2.987 3.310
H 1.474 1.801 1.148
C -3.129 -7.228 2.472
C -2.375 -6.001 2.054
C -2.616 -4.768 2.648
C -1.924 -3.622 2.275
C -2.255 -2.337 2.987
C -0.953 -3.741 1.277
Te 0.132 -2.007 0.720
N 0.935 0.892 -1.124
C 2.042 0.209 -1.096
O 2.144 -0.963 -0.660
C 3.259 0.919 -1.633
C 3.202 2.158 -2.267
C 4.365 2.751 -2.730
C 5.587 2.112 -2.563
C 5.644 0.878 -1.931
C 4.484 0.280 -1.464
C 1.487 -1.993 2.331
C 1.114 -1.225 3.430
C 1.915 -1.198 4.561
C 3.092 -1.931 4.575
C 3.462 -2.677 3.468
C 2.671 -2.730 2.322
C 3.098 -3.567 1.153
C -0.696 -4.957 0.640
C 0.302 -5.120 -0.474
C -1.415 -6.071 1.050
H -3.847 -7.006 3.258
H -2.445 -7.993 2.841
H -3.668 -7.655 1.626
H -3.367 -4.692 3.426
H -3.331 -2.265 3.146
H -1.952 -1.445 2.431
H -1.772 -2.301 3.965
H 2.251 2.657 -2.404
H 4.321 3.713 -3.222
H 6.493 2.575 -2.927
H 6.594 0.379 -1.799
H 4.512 -0.682 -0.972
H 0.192 -0.657 3.416
H 1.617 -0.620 5.425
H 3.728 -1.920 5.450
H 4.388 -3.238 3.487
H 4.175 -3.722 1.165
H 2.843 -3.094 0.203
H 2.624 -4.550 1.191
H 0.966 -4.260 -0.587
H -0.212 -5.251 -1.429
H 0.921 -6.001 -0.306
H -1.221 -7.021 0.566
```

Mulliken atomic charge list, values in e, 5 entries:
1. Ir 0.236
2. N -0.669
3. N -0.263
4. C 0.634
5. N -0.365

---

C3H6Br2O2 | ωB97M-V/def2-TZVPD

Summary:
Frontier orbital gap (alpha / beta) (eV): 8.17 / 8.26
Net charge: 0

XYZ file:
```
13
C3H6Br2O2, DFT ωB97M-V/def2-TZVPD
C 0.465 -1.303 0.673
C 1.337 -0.147 0.436
C -1.604 0.142 -0.985
O 0.706 1.051 0.868
O -1.892 1.072 -0.073
Br -0.400 0.686 -2.403
Br -3.112 -0.805 -1.612
H -0.333 -1.225 1.385
H 0.700 -2.249 0.231
H 1.582 -0.071 -0.641
H 2.298 -0.274 0.972
H 1.319 1.786 0.765
H -1.065 1.336 0.384
```

natural (NBO) atomic charge list, values in e, 5 entries:
1. C -0.308
2. C -0.155
3. C 0.076
4. O -0.749
5. O -0.721

---

C5H10S | ωB97M-V/def2-TZVPD

Summary:
Frontier orbital gap (eV): 8.67
Net charge: 0

XYZ file:
```
16
C5H10S, DFT ωB97M-V/def2-TZVPD
C 1.773 -1.399 -1.001
C 1.345 -0.235 -0.065
C -0.178 -0.101 -0.048
C -0.781 1.038 0.847
C -2.292 1.134 0.617
H 2.834 -1.635 -1.057
H 1.414 -1.289 -2.019
H 1.344 -2.308 -0.571
H 1.790 -0.272 0.942
H 1.830 0.671 -0.526
H -0.594 -1.084 0.429
H -0.504 -0.102 -1.063
H -2.560 1.217 -0.447
H -2.725 2.038 1.055
H -2.751 0.307 1.083
S 0.058 2.019 1.825
```

natural (NBO) atomic charge list, values in e, 5 entries:
1. C -0.608
2. C -0.404
3. C -0.476
4. C -0.038
5. C -0.685

---

C3H11N4 | ωB97M-V/def2-TZVPD

Summary:
Frontier orbital gap (eV): 9.65
Net charge: +1

XYZ file:
```
18
C3H11N4, DFT ωB97M-V/def2-TZVPD
C -1.173 1.448 -1.009
C -1.287 -0.064 -0.880
N -0.069 -0.827 -1.133
N 1.089 -0.273 -0.472
C 1.013 -0.454 0.906
N 0.351 -1.479 1.465
N 1.690 0.394 1.642
H -0.438 1.882 -0.341
H -0.972 1.751 -2.030
H -2.131 1.883 -0.736
H -1.999 -0.415 -1.620
H -1.717 -0.318 0.085
H 0.125 -0.850 -2.121
H 1.895 -0.819 -0.772
H -0.110 -1.285 2.345
H -0.252 -1.982 0.823
H 1.857 0.208 2.616
H 2.128 1.201 1.233
```

natural (NBO) atomic charge list, values in e, 5 entries:
1. C -0.633
2. C -0.247
3. N -0.484
4. N -0.478
5. C 0.680

---

C4H15NO3 | ωB97M-V/def2-TZVPD

Summary:
Frontier orbital gap (eV): 8.09
Net charge: 0

XYZ file:
```
23
C4H15NO3, DFT ωB97M-V/def2-TZVPD
C 0.249 -1.826 -0.712
C 1.340 -0.861 -0.888
C 1.938 -0.311 0.206
N 1.738 -0.780 1.586
C 1.858 -0.302 -2.233
H -0.702 -1.577 -1.052
H 0.613 -2.715 -1.399
H 0.149 -2.185 0.287
H 2.783 0.426 0.108
H 2.139 -0.262 2.338
H 0.856 -1.023 1.866
H 1.268 0.571 -2.620
H 2.794 0.281 -1.995
H 2.011 -1.166 -2.893
H -3.594 1.601 -0.169
H -4.638 2.716 -0.507
O -4.513 1.821 -0.055
H 0.776 2.401 -0.776
H 0.492 2.014 0.731
O 0.089 2.195 -0.149
H -1.349 -0.249 1.107
H -1.880 -0.721 2.650
O -1.350 -0.872 1.827
```

natural (NBO) atomic charge list, values in e, 5 entries:
1. C -0.638
2. C -0.074
3. C -0.024
4. N -0.853
5. C -0.626

---

H4O3 | ωB97M-V/def2-TZVPD

Summary:
Frontier orbital gap (eV): 11.61
Net charge: 0

XYZ file:
```
7
H4O3, DFT ωB97M-V/def2-TZVPD
H 2.335 -0.628 -0.425
H 0.073 0.072 0.814
H -2.251 0.790 -0.113
H -0.888 -0.090 -0.341
O 1.965 0.178 -0.040
O 0.645 -0.231 0.133
O -1.878 -0.091 -0.027
```

natural (NBO) atomic charge list, values in e, 5 entries:
1. H 0.469
2. H 0.496
3. H 0.471
4. H 0.477
5. O -0.406

---

C6H14N2O2S2 | ωB97M-V/def2-TZVPD

Summary:
Frontier orbital gap (eV): 9.69
Net charge: 0

XYZ file:
```
26
C6H14N2O2S2, DFT ωB97M-V/def2-TZVPD
C -3.109 1.584 -0.567
C -2.440 0.375 0.015
C -3.298 -0.933 0.063
C -2.112 0.777 1.496
C 1.192 -0.899 0.880
C 2.512 1.063 0.031
H -3.612 1.420 -1.548
H -2.290 2.250 -0.695
H -3.844 2.015 0.089
H -4.287 -1.029 0.756
H -2.646 -1.798 0.254
H -3.643 -1.035 -1.041
H -1.640 -0.069 1.939
H -3.029 1.020 1.914
H -1.473 1.707 1.634
H 1.663 -1.597 1.691
H 0.823 -0.106 1.488
H 3.863 -0.783 0.221
H 3.450 -1.075 -1.345
H 0.578 1.341 0.007
N 2.090 -0.336 -0.235
N 3.151 -1.224 -0.320
O 1.470 1.866 0.135
O 3.687 1.367 0.015
S -1.004 -0.120 -1.012
S -0.142 -1.693 0.127
```

natural (NBO) atomic charge list, values in e, 5 entries:
1. C -0.630
2. C -0.145
3. C -0.644
4. C -0.621
5. C -0.441

---

For each record above, in turn, the calculated ΔE to the lowest compared entry with this formula, charge and spin values are 3.442 2.970 4.068 1.468 1.025 0.000 1.236 2.060 3.932 0.805 1.233 1.892 0.794 0.850 eV.